A structure of composition C31H21F9IrN8O5S4 at a distorted geometry. Source: OMol25; level of theory: wB97M-V/def2-TZVPD.

Cartesian coordinates (Å):
Ir 0.7947 -1.1371 1.9487
N -1.3676 0.3131 5.3427
C -0.7018 0.0350 4.2065
S 0.4850 -1.2436 4.2630
N -1.0215 0.7974 3.1673
N -0.3364 0.4747 2.0478
C -0.4122 1.1778 0.9643
C -1.1656 2.4498 0.8780
C -2.5003 2.4674 0.4919
C -3.1770 3.6746 0.3946
C -2.5202 4.8632 0.6799
C -1.1863 4.8466 1.0645
C -0.5061 3.6422 1.1626
C 0.3788 0.6854 -0.1825
C 0.5475 1.4100 -1.3452
C 1.4175 0.9312 -2.3189
C 2.0857 -0.2578 -2.1063
C 1.8419 -0.9643 -0.9346
N 1.0079 -0.5055 -0.0117
H -1.0935 -0.1426 6.1944
H -1.8823 1.1759 5.3938
H -3.0092 1.5366 0.2697
H -4.2179 3.6863 0.0985
H -3.0497 5.8040 0.6051
H -0.6740 5.7723 1.2912
H 0.5334 3.6167 1.4686
H 0.0332 2.3544 -1.4596
H 1.5771 1.4944 -3.2300
H 2.7865 -0.6494 -2.8297
H 2.3012 -1.9182 -0.7210
C -2.9561 -1.4940 1.3975
C -1.9837 -2.6065 1.5201
N -0.6752 -2.5162 1.7010
C -0.1576 -3.7890 1.7012
C -1.1688 -4.6720 1.5148
N -2.3028 -3.9126 1.4148
C -1.2365 -6.1488 1.3965
O -0.0878 -6.7831 1.4397
O -2.3115 -6.6811 1.2560
C 1.3191 -3.9569 1.7295
O 1.7985 -5.0867 1.7241
O 1.9661 -2.8465 1.7044
H -2.6661 -0.6576 2.0311
H -3.9492 -1.8277 1.6958
H -2.9963 -1.1656 0.3559
H -3.2187 -4.3158 1.2800
H 0.6881 -6.1537 1.5162
S 1.2733 -0.8246 -6.2788
C 0.3262 -1.2813 -5.0230
S 0.5783 -2.6895 -4.0408
C -0.6719 -2.1587 -2.9349
N -1.2940 -1.0748 -3.3565
N -0.7659 -0.6137 -4.4941
C -1.3202 0.6085 -5.0037
C -1.6505 1.6024 -4.0937
C -2.2057 2.7848 -4.5538
C -2.4330 2.9649 -5.9110
C -2.1153 1.9545 -6.8065
C -1.5574 0.7661 -6.3594
S -0.9884 -2.8713 -1.4503
H -1.4808 1.4359 -3.0397
H -2.4623 3.5647 -3.8489
H -2.8654 3.8894 -6.2698
H -2.3056 2.0853 -7.8632
H -1.3188 -0.0251 -7.0536
F 5.7807 -0.1026 1.7258
C 4.5587 -0.6147 1.9223
F 4.6957 -1.6694 2.7215
F 4.1268 -1.0584 0.7400
C 3.5559 0.4456 2.5024
O 2.2608 0.2640 2.1589
C 3.9100 1.8388 1.8704
F 2.9413 2.7274 2.1191
F 3.9903 1.7118 0.5349
F 5.0550 2.3719 2.3014
C 3.7852 0.5233 4.0426
F 3.1047 1.5547 4.5617
F 5.0816 0.6949 4.3449
F 3.3801 -0.5812 4.6636

Values from the calculation:
* largest force on an atom: 2.2 eV Å⁻¹
* LUMO energy (alpha / beta): -1.8 / -4.4 eV
* 2S+1: 2
* ⟨S²⟩: 0.758
* highest occupied orbital energy (alpha / beta): -6.8 / -6.8 eV
* ΔE to the lowest compared entry with this formula, charge and spin: 18.8 kcal per mole

---

A structure of composition C31H22Cl76F3NOTa at a distorted geometry. Source: OMol25; level of theory: wB97M-V/def2-TZVPD.

Cartesian coordinates (Å):
F -4.6136 4.2699 0.3828
C -5.4560 4.9043 1.2540
F -6.5234 5.3422 0.4601
F -6.0004 4.0261 2.1418
C -4.8375 6.2076 1.9260
O -4.2179 5.9858 3.1860
C -3.1831 4.9752 3.0090
C -1.9847 5.1287 4.0220
Ta -0.5729 3.3023 3.6347
C 1.2867 4.4088 4.4174
C 2.6648 3.6188 4.2305
C 3.0835 3.3974 2.7229
C 3.0939 1.8804 2.2393
N 2.8124 1.8600 0.7550
C 1.6435 2.1992 0.1200
C 1.7450 2.0923 -1.3190
C 3.1594 1.6203 -1.4897
C 3.7926 1.4619 -0.2102
H -4.1238 6.7413 1.2375
H -5.7055 6.9155 2.1342
H -2.7482 4.9336 1.9758
H -3.6740 3.9786 3.1839
H -2.3382 5.0700 5.0862
H -1.4098 6.0773 3.8667
H -0.8731 2.5936 5.3180
H -2.0829 2.4389 2.9511
H -0.2663 4.0059 1.9318
H 0.3782 1.7392 3.2364
H 1.2208 4.6420 5.5180
H 1.4075 5.3624 3.8260
H 3.4519 4.2955 4.6754
H 2.7101 2.6797 4.8500
H 4.1402 3.7935 2.6072
H 2.4152 3.9869 2.0493
H 4.1166 1.4129 2.3181
H 2.4050 1.2186 2.8112
H 0.7032 2.5514 0.5861
H 1.0195 2.3038 -2.1213
H 3.6048 1.4383 -2.4898
H 4.8258 1.1025 -0.0028
C 5.2601 6.2934 6.9363
Cl 5.7434 5.5322 8.4635
Cl 5.8667 7.9599 6.8891
Cl 5.9406 5.3799 5.5798
Cl 3.4946 6.3036 6.8137
C 6.6301 -2.0425 -0.5707
Cl 5.7021 -0.5303 -0.5426
Cl 8.3209 -1.7148 -0.1404
Cl 5.9306 -3.1794 0.5925
Cl 6.5546 -2.7442 -2.1961
C -3.1364 9.8357 1.5011
Cl -2.4240 11.4556 1.3747
Cl -3.9674 9.4367 -0.0144
Cl -1.8589 8.6488 1.8040
Cl -4.2989 9.8040 2.8368
C 5.3862 -5.4527 -4.8046
Cl 6.0514 -3.8210 -4.9906
Cl 4.5948 -5.9332 -6.3119
Cl 6.6935 -6.5872 -4.4239
Cl 4.1964 -5.4593 -3.4910
C 0.5331 -5.8930 -7.5228
Cl 1.2124 -5.0147 -6.1465
Cl 1.2565 -5.2929 -9.0270
Cl 0.8839 -7.6192 -7.3440
Cl -1.2216 -5.6448 -7.5710
C 6.1347 5.4568 0.6436
Cl 4.9812 4.1233 0.5033
Cl 7.7806 4.8056 0.7797
Cl 6.0245 6.4876 -0.7963
Cl 5.7623 6.4195 2.0870
C -8.8398 7.6346 3.2751
Cl -10.3407 7.1101 4.0621
Cl -7.9674 8.7454 4.3457
Cl -7.8212 6.2301 2.9386
Cl -9.2284 8.4568 1.7538
C -1.5826 5.4689 8.5598
Cl -0.2179 5.8105 7.4801
Cl -1.1015 4.2408 9.7442
Cl -2.0501 6.9580 9.4102
Cl -2.9564 4.8726 7.6221
C -0.2696 -2.2189 -3.7118
Cl -1.1422 -2.5568 -2.2089
Cl -1.1284 -2.9651 -5.0750
Cl -0.1735 -0.4683 -3.9580
Cl 1.3722 -2.8864 -3.6046
C 0.4330 -10.0032 -3.9904
Cl -0.4410 -10.3335 -2.4839
Cl -0.4195 -10.7604 -5.3458
Cl 0.5176 -8.2563 -4.2572
Cl 2.0739 -10.6643 -3.8789
C 2.1441 -2.0940 2.0508
Cl 0.5766 -2.1385 2.8757
Cl 2.0158 -1.1089 0.5864
Cl 3.3615 -1.3918 3.1327
Cl 2.6335 -3.7438 1.6194
C 1.2710 4.0095 -5.2086
Cl 2.9138 3.4547 -5.5743
Cl 1.3392 5.3067 -4.0065
Cl 0.5070 4.6138 -6.6906
Cl 0.3225 2.6586 -4.5645
C -4.2040 -11.4574 -6.7437
Cl -3.6929 -12.2780 -5.2589
Cl -3.5508 -9.8119 -6.7663
Cl -3.6004 -12.3534 -8.1507
Cl -5.9749 -11.3915 -6.8013
C 2.1814 -13.1910 -7.5197
Cl 2.7116 -13.9980 -6.0341
Cl 2.8324 -11.5438 -7.5622
Cl 2.7712 -14.0963 -8.9274
Cl 0.4121 -13.1275 -7.5578
C -12.7158 7.1112 -0.2811
Cl -13.9240 5.8243 -0.4481
Cl -11.0961 6.3997 -0.2384
Cl -12.8392 8.2190 -1.6600
Cl -13.0089 8.0044 1.2213
C -5.1028 -6.3674 -5.5715
Cl -5.3864 -5.3606 -7.0029
Cl -6.0989 -7.8291 -5.6728
Cl -3.3859 -6.8113 -5.4971
Cl -5.5381 -5.4598 -4.1146
C 3.3763 -15.5742 -13.1310
Cl 4.1349 -14.2280 -13.9978
Cl 1.9807 -16.1592 -14.0531
Cl 4.5495 -16.8883 -12.9370
Cl 2.8391 -15.0205 -11.5342
C 4.5539 -5.3923 4.7094
Cl 5.1432 -4.4795 6.1092
Cl 5.3619 -4.8089 3.2465
Cl 4.9070 -7.1160 4.9354
Cl 2.8042 -5.1616 4.5484
C -1.0681 4.6791 13.9691
Cl -1.3432 5.6679 12.5282
Cl -2.0074 3.1811 13.8447
Cl 0.6558 4.2857 14.0958
Cl -1.5763 5.5765 15.4129

Values from the calculation:
* largest force on an atom: 4.5 eV Å⁻¹
* LUMO energy: 0.7 eV
* 2S+1: 1
* highest occupied orbital energy: -5.5 eV
* charge: -1